The following is a DFT calculation (ωB97M-V with the def2-TZVPD basis set) of C9H22BrHfO6S as an isolated structure.

Calculated values
energy relative to the best compared isomer or geometry (same formula, charge and spin) = 7.270 eV

Structure (ORCA input):
```
! wB97M-V def2-TZVPD RIJCOSX def2/J DEFGRID3
* xyz 3 1
Hf 9.143 15.213 12.850
Br 6.453 17.760 14.837
O 1.588 14.725 19.608
S 0.557 15.570 19.061
O -0.795 15.065 18.824
O 0.413 16.906 20.008
C -0.842 17.617 19.961
C -0.774 18.943 20.741
C 1.139 16.428 17.613
H -1.601 16.920 20.316
H -1.043 17.715 18.895
H 0.092 19.469 20.340
H -0.604 18.814 21.810
H -1.748 19.424 20.650
H 1.725 15.730 17.015
H 1.824 17.230 17.884
H 0.302 16.714 16.975
C 4.907 23.135 18.434
O 5.007 24.518 18.056
C 6.366 24.897 17.791
C 6.340 26.369 17.288
O 5.748 27.250 18.212
C 6.044 28.602 17.971
C 5.315 29.227 16.785
O 5.685 28.821 15.475
C 5.026 29.386 14.374
H 5.084 22.448 17.607
H 3.922 22.880 18.822
H 5.635 22.904 19.212
H 6.807 24.290 17.000
H 7.053 24.735 18.621
H 5.963 26.324 16.266
H 7.408 26.583 17.234
H 7.112 28.817 17.965
H 5.754 29.065 18.914
H 5.517 30.294 16.884
H 4.267 28.948 16.895
H 5.352 28.820 13.502
H 5.302 30.417 14.151
H 3.957 29.224 14.508
*
```

***

The following is a DFT calculation (ωB97M-V with the def2-TZVPD basis set) of one molecule with the formula C4H11NOS.

Calculated values
energy relative to the best compared isomer or geometry (same formula, charge and spin) = 3.242 eV

Structure (ORCA input):
```
! wB97M-V def2-TZVPD RIJCOSX def2/J DEFGRID3
* xyz 0 1
C -2.714 -0.252 -0.446
C 2.003 0.111 1.497
C -1.576 -1.196 -0.063
C 1.953 1.112 0.394
N -0.288 -0.573 -0.003
O 0.928 0.207 -2.167
S 0.114 0.690 -0.730
H -2.750 0.586 0.250
H -2.553 0.140 -1.450
H -3.667 -0.775 -0.419
H 3.018 -0.263 1.652
H 1.625 0.521 2.430
H 1.364 -0.740 1.223
H -1.534 -2.029 -0.783
H -1.767 -1.627 0.929
H 2.705 0.987 -0.372
H 1.807 2.145 0.677
H 1.331 0.954 -2.618
*
```